[1]
The following is a quantum chemistry calculation of a single C2H4N2OS molecule, from the OMol25 dataset.

Output
* energy above the lowest of the compared OMol25 structures with the same formula, charge and spin: 2.318 eV
* multiplicity: 1
* frontier orbital gap: 9.405 eV
* LUMO level: 0.007 hartree

```
10
Properties=species:S:1:pos:R:3:forces:R:3
H 0.769107 -0.719990 1.543308 0.7 0.1 -0.1
H 0.069173 0.335738 -1.782538 -0.1 -0.4 0.8
N 1.258960 -0.594852 -0.412852 -1.2 1.0 -0.6
O -0.792120 0.337053 1.407487 0.5 -0.5 2.0
C -0.864070 0.435088 0.220728 -1.0 0.6 -1.3
S -2.390538 1.239143 -0.355931 0.5 -0.2 0.2
N 1.458823 -0.948450 0.815867 3.2 -0.9 0.7
H 2.515577 -1.150246 0.934406 -2.9 0.2 0.5
H -2.171776 1.056278 -1.643990 0.0 0.0 -0.6
C 0.146863 0.010237 -0.726484 0.4 0.2 -1.5
```
Forces are in eV/Å.

Atomic charges from the Mulliken analysis, expressed in e, are listed below: H 0.281; H 0.254; N -0.401; O -0.614; C 0.936; S -0.206; N -0.236; H 0.267; H 0.114; C -0.396

[2]
The following is a quantum chemistry calculation of a molecular structure, C22H23N11O3SW, from the OMol25 dataset.

Output
* energy above the lowest of the compared OMol25 structures with the same formula, charge and spin: 0.000 eV
* multiplicity: 1
* frontier orbital gap (spin up / spin down): 7.028 / 7.030 eV
* LUMO level (spin up / spin down): -0.011 / -0.011 hartree

```
61
Properties=species:S:1:pos:R:3:forces:R:3
C 2.889290 -4.237177 0.117751 0.0 0.0 0.0
C 3.510069 -1.900938 0.282372 0.0 0.0 0.0
C -0.233194 -2.221978 -5.043981 0.0 0.0 0.0
H 3.838183 -4.629508 -0.251923 0.0 0.0 0.0
C 0.756772 -1.226889 -5.117180 0.0 0.0 0.0
C -2.526687 -0.077294 1.487378 0.0 0.0 0.0
W 0.131365 0.497846 -0.009433 0.0 0.0 0.0
C 0.971789 -1.725738 4.329125 0.0 0.0 0.0
C 0.109140 -0.382438 -2.964693 0.0 0.0 0.0
N 3.940101 1.960055 -1.125700 0.0 0.0 0.0
H -3.711742 -0.236796 -0.300836 0.0 0.0 0.0
H -1.501411 -1.217728 3.424034 0.0 0.0 0.0
C 3.162993 -3.116876 1.124933 0.0 0.0 0.0
C -0.724246 -0.828716 2.765726 0.0 0.0 0.0
C 0.926687 -0.311714 -4.106078 0.0 0.0 0.0
H 4.443776 -2.020866 -0.275215 0.0 0.0 0.0
N -2.244825 3.893142 0.015162 0.0 0.0 0.0
C -1.793545 -1.326020 -1.786650 0.0 0.0 0.0
O 1.297584 0.629384 1.578365 0.0 0.0 0.1
C -2.854080 -0.722890 0.165946 0.0 0.0 0.0
H -3.085342 -1.781996 0.305514 0.0 0.0 0.0
H 2.517555 -2.320374 5.677832 0.0 0.0 0.0
H 1.687086 0.456926 -4.148896 0.0 0.0 0.0
H -3.092402 -0.534715 2.301917 0.0 0.0 0.0
H -1.845571 -3.012970 -3.882951 0.0 0.0 0.0
C 0.629500 -0.936960 3.220415 0.0 0.0 0.0
O 0.270733 0.471060 -1.984795 0.0 0.0 0.0
C 2.251251 -1.704102 4.830343 0.0 0.0 0.0
C -0.887532 -1.359855 -2.890520 0.0 0.0 0.0
H -2.690021 -1.941027 -1.885866 0.0 0.0 0.0
H 2.465640 -3.937954 -2.035290 0.0 0.0 0.0
O 0.925862 -1.506712 -0.157582 0.1 0.0 0.0
C -0.238288 3.553297 -0.544469 0.0 0.0 0.0
C 3.198841 -0.846084 4.253330 0.0 0.0 0.0
N 3.138803 1.064655 -0.665701 0.0 0.0 0.0
H 3.595022 0.627332 2.731468 0.0 0.0 0.0
N -1.678865 -0.613105 -0.717938 0.0 0.0 0.0
N 3.286293 3.116293 -1.341354 0.0 0.0 0.0
N 1.011592 3.759193 -1.046393 0.0 0.0 0.0
H 2.278404 -2.900619 1.727967 0.0 0.0 0.0
C 2.043570 2.854636 -0.978349 0.0 0.0 0.0
C 2.876615 -0.047293 3.179791 0.0 0.0 0.0
N -1.089108 -0.239707 1.683479 0.0 0.0 0.0
N 1.908774 1.606359 -0.555211 -0.1 0.1 0.0
H -0.355676 -2.927700 -5.853900 0.0 0.0 0.0
N -0.712301 2.383626 -0.052357 0.0 0.0 0.0
C 2.102446 -3.628413 -1.056251 0.0 0.0 0.0
H 3.975809 -3.368949 1.805830 0.0 0.0 0.0
N -1.152550 4.496272 -0.511460 0.0 0.0 0.0
H 1.029821 -3.813338 -1.011520 0.0 0.0 0.0
H 1.235677 4.698053 -1.330840 0.0 0.0 0.0
H 0.211470 -2.348765 4.786614 0.0 0.0 0.0
S 2.218039 -1.820241 -0.958284 -0.1 0.0 0.0
H 2.343482 -5.068312 0.562272 0.0 0.0 0.0
C -1.054981 -2.273486 -3.946501 0.0 0.0 0.0
N -2.015864 2.675174 0.284840 0.0 0.0 0.0
H 3.525266 -0.935769 0.777378 0.0 0.0 0.0
H -2.734495 0.988982 1.450221 0.0 0.0 0.0
H 1.398359 -1.177783 -5.987981 0.0 0.0 0.0
H 4.200401 -0.804089 4.662743 0.0 0.0 0.0
C 1.587774 -0.110767 2.625761 0.0 0.0 0.0
```
Forces are in eV/Å.

Atomic charges from the Mulliken analysis, expressed in e, are listed below: C -0.834; C -0.781; C -0.735; H 0.324; C -0.531; C -0.903; W 3.040; C -0.656; C -0.209; N -0.814; H 0.396; H 0.377; C -0.149; C -0.119; C -0.551; H 0.599; N -0.818; C -0.117; O -0.708; C -0.931; H 0.577; H 0.432; H 0.500; H 0.560; H 0.400; C 0.087; O -0.561; C -0.775; C 0.819; H 0.447; H 0.528; O -0.753; C 0.254; C -0.443; N -0.474; H 0.469; N -0.286; N -0.608; N -0.006; H -0.100; C 0.248; C -0.392; N -0.248; N 0.901; H 0.431; N 0.395; C -0.756; H 0.537; N -0.579; H 0.251; H 0.270; H 0.415; S 0.624; H 0.375; C -0.722; N -0.517; H 0.157; H 0.383; H 0.419; H 0.426; C 0.433

[3]
The following is a quantum chemistry calculation of a single C3H9NO5 molecule, from the OMol25 dataset.

Output
* energy above the lowest of the compared OMol25 structures with the same formula, charge and spin: 0.000 eV
* multiplicity: 1
* frontier orbital gap: 11.211 eV
* LUMO level: 0.022 hartree

```
18
Properties=species:S:1:pos:R:3:forces:R:3
H -1.726926 0.861930 0.518449 -0.4 0.0 0.4
H -1.640004 -1.326732 -1.103525 -0.3 0.6 0.3
H -0.007203 -0.929859 -2.873347 0.1 0.0 0.2
H 1.623461 -0.866825 -2.177674 -0.2 0.2 0.1
H 0.707854 0.629528 -2.498723 -0.1 -0.1 0.3
O 0.335105 -1.771382 -0.166402 0.4 0.4 0.6
C 0.631305 -0.406496 -2.153675 -0.3 -0.5 0.7
H 1.516687 1.629709 1.540208 0.0 0.1 0.5
O 0.765416 1.504662 2.138438 -0.1 0.6 -0.4
H 0.307107 1.407483 -0.413126 0.1 0.1 0.1
N 0.534076 0.544556 0.071418 -0.7 -0.3 1.5
O -1.342432 1.284652 1.308627 0.2 0.2 -0.1
C -0.093067 0.685725 1.413613 0.6 1.1 -0.3
H -0.539200 -0.181841 2.979090 0.1 -0.5 -0.1
H 0.508688 -1.598998 0.780970 -0.2 -0.6 -0.4
O -1.385307 -0.436128 -0.798946 -0.9 -0.5 -0.2
O -0.199771 -0.502659 2.125568 -0.1 -0.2 -0.2
C 0.004211 -0.527327 -0.690964 1.8 -0.4 -2.9
```
Forces are in eV/Å.

Atomic charges from the Mulliken analysis, expressed in e, are listed below: H 0.362; H 0.341; H 0.314; H 0.319; H 0.334; O -0.571; C -1.252; H 0.365; O -0.596; H 0.249; N -0.825; O -0.563; C 0.997; H 0.389; H 0.396; O -0.611; O -0.613; C 0.965